Entry from the Open Molecules 2025 dataset: the ion C2H2NO3 with charge -1 in a non-equilibrium geometry (wB97M-V/def2-TZVPD).

CARTESIAN COORDINATES (ANGSTROEM)
O1 2.325441 -0.243282 -0.157388
C1 1.305975 0.376086 -0.106920
N1 -0.057184 0.083649 -0.247941
C2 -1.191202 -0.699448 0.269011
O2 -0.844666 -1.083582 1.310371
O3 -2.149814 -0.634939 -0.419601
H1 1.515199 1.442447 -0.221677
H2 -0.903746 0.759070 -0.425857

Atomic forces in eV per Å
1.0 -2.9 0.7
-3.2 2.3 -1.4
0.2 3.1 -2.7
3.7 -0.3 -0.8
-0.4 -4.0 6.9
-4.3 0.0 -2.4
-0.8 1.0 0.3
3.7 0.8 -0.6

Values from the calculation:
total charge = -1
frontier orbital gap = 8.448 eV
HOMO energy = -4.217 eV

The computed natural (NBO) charges, all in e, follow: number 1, O, carries -0.637; number 2, C, carries 0.550; number 3, N, carries -0.775; number 4, C, carries 0.870; number 5, O, carries -0.719; number 6, O, carries -0.748; number 7, H, carries 0.050; number 8, H, carries 0.408

=====

Entry from the Open Molecules 2025 dataset: a cluster of 2 separate species, C6H6N3O4S in total in a non-equilibrium geometry (wB97M-V/def2-TZVPD).

CARTESIAN COORDINATES (ANGSTROEM)
C1 -1.910119 -0.719525 -1.384152
C2 -2.048140 -0.560226 0.031408
C3 -0.814426 -0.158655 -1.964088
C4 -1.163238 0.248607 0.779251
C5 -0.015630 0.793567 -1.257104
C6 -0.187562 0.863257 0.077844
N1 2.265890 -1.755767 0.883226
N2 1.765438 1.015441 1.989529
N3 1.221014 -2.110783 0.366090
O1 0.763629 -2.330154 -0.726429
O2 0.531787 -2.135024 1.479369
O3 0.372409 3.055790 1.541326
O4 2.027195 2.340753 -0.142669
S1 1.122602 1.959358 0.915449
H1 -2.346570 -1.574275 -1.836728
H2 -2.935485 -0.776093 0.549031
H3 -0.560001 -0.337637 -3.053758
H4 -1.435853 0.441068 1.856068
H5 0.811792 1.302932 -1.809893
H6 2.535267 0.437367 1.706230

Atomic forces in eV per Å
1.0 -0.9 2.5
0.9 2.0 -0.5
1.2 1.8 -1.8
-3.0 -1.3 0.4
0.0 -1.8 -2.8
3.2 3.3 1.2
-0.3 -0.1 1.0
-1.1 0.9 0.4
-2.3 -0.2 -1.2
0.9 -0.2 0.1
1.9 0.2 0.1
0.3 -0.9 -0.4
0.3 0.3 -1.0
-0.5 -1.3 1.8
-1.0 -0.2 -0.6
-1.1 -1.2 0.4
-0.4 0.1 1.4
0.9 -0.2 -1.3
-0.8 -0.4 0.9
0.2 0.2 -0.7

Values from the calculation:
total charge = -1
frontier orbital gap (spin up / spin down) = 4.689 / 4.693 eV
HOMO energy (spin up / spin down) = -4.401 / -4.403 eV

The computed natural (NBO) charges, all in e, follow: number 1, C, carries -0.267; number 2, C, carries -0.212; number 3, C, carries -0.190; number 4, C, carries -0.210; number 5, C, carries -0.234; number 6, C, carries -0.270; number 7, N, carries 0.110; number 8, N, carries -1.263; number 9, N, carries 0.474; number 10, O, carries -0.370; number 11, O, carries -0.252; number 12, O, carries -1.000; number 13, O, carries -1.026; number 14, S, carries 2.277; number 15, H, carries 0.201; number 16, H, carries 0.192; number 17, H, carries 0.196; number 18, H, carries 0.239; number 19, H, carries 0.252; number 20, H, carries 0.355

=====

Question: What is the formula in the second record?
Answer: C6H6N3O4S